(1)
Below is a 6-piece molecular cluster, C49H65N2O2S overall, with properties calculated with wB97M-V/def2-TZVPD.

Last column: Mulliken charge in e.
Atoms and positions in Å:
C -1.942 2.546 0.153  -0.24
C -1.282 1.399 0.690  -0.91
C -0.884 -0.220 0.830  1.02
C -0.959 -0.822 2.385  -0.68
C -0.174 -2.269 2.102  -0.28
N 0.629 -2.162 0.825  0.76
C 0.449 -3.174 -0.284  -0.43
S -1.318 -3.700 -0.608  -0.09
C -2.149 -2.653 -1.920  0.05
C -3.792 -2.674 -1.609  -0.95
C 0.656 -0.677 0.503  -0.46
N 1.603 -0.149 1.601  -0.49
C 1.412 -0.143 -0.849  -1.36
C 0.434 0.119 -2.139  -0.07
C 1.214 1.230 -3.099  -0.80
C 0.479 2.699 -3.106  -0.54
C 1.220 3.817 -2.143  -0.45
C 0.093 4.971 -1.709  -0.44
C 0.166 5.207 -0.056  -0.18
C -1.250 5.864 0.534  -0.49
O -1.481 5.244 1.848  -0.21
C -2.882 5.380 2.288  0.52
C -4.215 4.970 1.425  -0.77
O -3.086 5.849 3.546  -0.56
H -2.510 3.503 -0.253  0.21
H -1.604 -0.894 0.196  0.13
H -2.073 -0.947 2.781  0.45
H -0.461 -0.203 3.244  0.23
H -1.053 -3.036 2.191  0.27
H 0.559 -2.660 2.957  0.28
H 1.623 -2.330 1.167  0.15
H 0.939 -2.859 -1.316  0.31
H 1.041 -4.153 0.053  0.36
H -1.795 -1.539 -1.880  -0.20
H -1.966 -3.137 -2.991  0.41
H -4.218 -3.745 -1.844  0.29
H -4.312 -1.867 -2.293  0.32
H -4.041 -2.374 -0.495  0.28
H 1.561 0.910 1.598  0.42
H 2.571 -0.352 1.213  0.19
H 2.163 -1.012 -1.174  0.22
H 2.117 0.792 -0.616  0.45
H -0.627 0.543 -1.883  0.13
H 0.261 -0.859 -2.780  0.29
H 2.326 1.412 -2.743  0.39
H 1.281 0.750 -4.182  0.38
H 0.398 3.175 -4.194  0.29
H -0.627 2.588 -2.669  0.22
H 2.114 4.363 -2.715  0.35
H 1.674 3.326 -1.161  0.16
H -1.009 4.642 -2.028  0.26
H 0.366 5.965 -2.299  0.28
H 0.326 4.144 0.450  -0.18
H 1.106 5.847 0.247  0.39
H -2.079 5.640 -0.270  0.16
H -1.073 7.022 0.573  0.29
H -4.398 3.814 1.484  0.28
H -4.152 5.247 0.284  0.33
H -5.151 5.475 1.963  0.30
C 4.928 -2.425 2.336  -0.47
C 6.107 -3.162 2.229  -0.52
C 7.230 -2.795 2.971  -0.54
C 7.170 -1.696 3.828  -0.41
C 5.990 -0.961 3.937  -0.57
C 4.870 -1.323 3.189  0.34
H 4.055 -2.710 1.755  0.26
H 6.152 -4.023 1.567  0.46
H 8.151 -3.366 2.882  0.43
H 8.043 -1.412 4.409  0.38
H 5.943 -0.105 4.606  0.45
H 3.953 -0.747 3.270  0.14
C -5.344 -5.086 -4.862  -0.31
C -4.460 -5.913 -4.170  -0.20
C -4.768 -7.260 -3.980  -0.53
C -5.957 -7.782 -4.491  -0.33
C -6.839 -6.955 -5.186  -0.41
C -6.535 -5.606 -5.368  -0.38
H -5.105 -4.035 -5.007  0.35
H -3.531 -5.508 -3.778  0.38
H -4.082 -7.903 -3.435  0.35
H -6.195 -8.832 -4.347  0.36
H -7.765 -7.363 -5.585  0.36
H -7.225 -4.961 -5.905  0.36
C 7.114 -5.943 -2.162  -0.38
C 8.293 -6.680 -2.269  -0.38
C 9.416 -6.313 -1.528  -0.37
C 9.356 -5.213 -0.671  -0.48
C 8.176 -4.478 -0.561  -0.27
C 7.056 -4.840 -1.310  -0.39
H 6.241 -6.227 -2.743  0.34
H 8.338 -7.541 -2.932  0.35
H 10.336 -6.883 -1.616  0.36
H 10.229 -4.930 -0.089  0.36
H 8.129 -3.623 0.108  0.44
H 6.138 -4.264 -1.228  0.41
C -8.007 7.751 -2.370  -0.36
C -8.425 6.432 -2.546  -0.35
C -8.080 5.459 -1.608  -0.48
C -7.323 5.807 -0.489  -0.19
C -6.908 7.126 -0.311  -0.28
C -7.245 8.098 -1.253  -0.45
H -8.273 8.508 -3.102  0.36
H -9.021 6.163 -3.414  0.36
H -8.401 4.431 -1.749  0.36
H -7.058 5.050 0.244  0.34
H -6.319 7.397 0.562  0.34
H -6.917 9.124 -1.117  0.36
C 2.133 1.315 4.600  0.37
C 2.516 0.354 5.535  -0.46
C 2.567 0.679 6.890  -0.62
C 2.225 1.964 7.312  -0.45
C 1.839 2.925 6.377  -0.43
C 1.797 2.602 5.021  -0.59
H 2.097 1.062 3.543  0.10
H 2.775 -0.650 5.207  0.45
H 2.871 -0.069 7.617  0.38
H 2.260 2.216 8.368  0.37
H 1.571 3.926 6.706  0.39
H 1.501 3.352 4.292  0.48

* net charge: +1
* E_LUMO: -2.74 eV

---

(2)
Below is a 2-piece molecular cluster, C15H22N2O5 overall, with properties calculated with wB97M-V/def2-TZVPD.

Last column: Mulliken charge in e.
Atoms and positions in Å:
C -2.258 -2.108 -2.321  -0.79
N -2.788 -1.564 -1.071  -0.09
C -2.706 -0.309 -0.617  -0.11
O -3.254 -0.016 0.439  -0.71
C -1.933 0.764 -1.400  -0.15
N -2.786 1.960 -1.539  -0.07
C -3.044 2.676 -2.633  0.69
C -2.464 2.258 -3.970  -0.94
O -3.757 3.664 -2.572  -0.68
C -0.606 1.109 -0.685  0.78
C 0.297 -0.123 -0.535  -1.32
C 0.204 2.170 -1.442  -1.66
H -1.172 -2.006 -2.351  0.23
H -2.509 -3.167 -2.394  0.35
H -2.696 -1.588 -3.176  0.27
H -3.314 -2.186 -0.475  0.29
H -1.685 0.373 -2.382  0.60
H -3.252 2.280 -0.701  0.24
H -1.380 2.220 -3.905  0.24
H -2.861 1.284 -4.246  0.27
H -2.752 2.992 -4.721  0.32
H -0.826 1.498 0.310  0.25
H 1.241 0.168 -0.076  0.21
H 0.503 -0.560 -1.511  0.28
H -0.175 -0.864 0.110  0.40
H 1.126 2.382 -0.900  0.42
H 0.452 1.814 -2.442  0.30
H -0.363 3.098 -1.512  0.39
O 0.976 -2.412 4.991  -0.59
C 2.043 -2.675 4.459  0.45
O 2.733 -3.806 4.734  -0.45
C 2.606 -1.721 3.480  -0.12
C 3.714 -2.072 2.683  -0.59
C 4.245 -1.169 1.756  -0.57
C 3.682 0.104 1.623  -0.25
C 2.590 0.477 2.404  0.64
O 2.056 1.727 2.252  -0.53
C 2.054 -0.433 3.321  -0.28
H 2.197 -4.266 5.396  0.35
H 4.167 -3.055 2.781  0.40
H 5.096 -1.455 1.146  0.40
H 4.090 0.814 0.910  0.44
H 1.311 1.860 2.860  0.30
H 1.199 -0.141 3.923  0.36

* relative energy (zero: lowest compared OMol25 entry of this formula, charge and spin): 0.0000 eV
* SMILES: CNC(=O)[C@@H](NC(C)=O)C(C)C.O=C(O)c1cccc(O)c1
* E_LUMO: 0.14 eV

---

(3)
Below is a 4-piece molecular cluster, C46H32FNO9S overall, with properties calculated with wB97M-V/def2-TZVPD.

Last column: Mulliken charge in e.
Atoms and positions in Å:
N 0.988 -7.326 3.979  -0.62
C 0.084 -7.003 4.821  -0.02
C -0.717 -5.689 4.845  -0.46
O -0.112 -4.632 4.108  -0.31
S -0.957 -4.319 2.703  0.51
O -0.932 -5.501 1.811  -0.49
O 0.069 -3.177 2.017  -0.28
C 0.532 -3.574 0.711  -0.29
C 1.463 -2.413 0.208  -0.32
F 0.956 -1.989 -1.007  -0.31
H 1.057 -6.550 3.310  0.26
H -0.154 -7.736 5.612  0.42
H -1.776 -5.868 4.557  0.32
H -0.756 -5.352 5.902  0.38
H 1.135 -4.493 0.702  0.30
H -0.337 -3.615 0.036  0.34
H 1.471 -1.628 0.983  0.24
H 2.495 -2.750 0.030  0.33
C 4.093 5.884 -2.801  -0.50
C 3.176 6.842 -2.376  -0.59
C 1.991 6.450 -1.772  -0.39
C 1.711 5.098 -1.601  0.22
C 2.618 4.137 -2.048  0.29
C 3.815 4.534 -2.638  -0.64
C 2.312 2.691 -1.917  0.56
O 3.105 1.852 -2.301  -0.66
C 1.017 2.289 -1.313  0.18
C 0.689 0.937 -1.234  -0.69
C -0.514 0.550 -0.659  -0.39
C -1.388 1.510 -0.155  -0.68
C -1.068 2.857 -0.238  -0.48
C 0.131 3.251 -0.825  0.11
C 0.447 4.695 -0.939  0.55
O -0.318 5.536 -0.502  -0.68
H 5.022 6.191 -3.264  0.39
H 3.388 7.895 -2.515  0.48
H 1.284 7.196 -1.438  0.37
H 4.527 3.791 -2.974  0.47
H 1.366 0.190 -1.621  0.62
H -0.771 -0.499 -0.602  0.54
H -2.323 1.206 0.299  0.41
H -1.751 3.600 0.151  0.48
C -1.951 -8.943 2.383  -0.34
C -3.219 -9.351 1.978  -0.63
C -3.713 -10.586 2.371  -0.58
C -2.934 -11.425 3.163  0.19
C -1.654 -11.026 3.551  0.19
C -1.168 -9.777 3.169  -1.05
C -0.793 -11.928 4.356  0.52
O 0.320 -11.581 4.700  -0.66
C -1.315 -13.267 4.727  0.18
C -0.501 -14.148 5.434  -0.53
C -0.983 -15.397 5.798  -0.47
C -2.283 -15.768 5.466  -0.46
C -3.096 -14.896 4.758  -0.55
C -2.612 -13.647 4.378  0.16
C -3.480 -12.737 3.592  0.63
O -4.615 -13.062 3.299  -0.67
H -1.570 -7.974 2.080  0.61
H -3.824 -8.703 1.354  0.44
H -4.701 -10.899 2.058  0.47
H -0.182 -9.454 3.475  0.83
H 0.509 -13.862 5.696  0.47
H -0.346 -16.083 6.343  0.40
H -2.660 -16.741 5.757  0.39
H -4.105 -15.189 4.497  0.47
C 2.458 15.273 -5.184  -0.47
C 1.808 15.032 -6.391  -0.47
C 0.953 13.947 -6.517  -0.55
C 0.752 13.091 -5.438  0.19
C 1.422 13.319 -4.234  0.19
C 2.266 14.419 -4.107  -0.54
C 1.256 12.390 -3.090  0.56
O 1.836 12.590 -2.040  -0.67
C 0.376 11.207 -3.254  0.25
C 0.253 10.293 -2.210  -0.61
C -0.576 9.190 -2.348  -0.49
C -1.294 8.999 -3.526  -0.61
C -1.171 9.903 -4.570  -0.67
C -0.329 11.004 -4.441  0.15
C -0.179 11.945 -5.579  0.66
O -0.803 11.777 -6.609  -0.66
H 3.118 16.125 -5.084  0.39
H 1.968 15.692 -7.234  0.40
H 0.445 13.765 -7.455  0.47
H 2.776 14.605 -3.172  0.47
H 0.807 10.441 -1.292  0.48
H -0.667 8.478 -1.537  0.63
H -1.946 8.140 -3.629  0.43
H -1.726 9.749 -5.486  0.48

* E_LUMO: -1.03 eV

---

(4)
Below is a 2-piece molecular cluster, C11H15N overall, with properties calculated with wB97M-V/def2-TZVPD.

Last column: Mulliken charge in e.
Atoms and positions in Å:
C 0.423 0.349 3.680  -1.37
C 1.118 0.226 2.368  0.45
C 2.241 0.795 1.892  -0.71
N 2.484 0.344 0.600  -0.02
C 1.441 -0.442 0.198  -0.15
C 1.218 -1.029 -1.052  -0.90
C 0.095 -1.831 -1.103  -0.49
C -0.745 -2.083 -0.006  -0.61
C -0.545 -1.414 1.191  -0.40
C 0.572 -0.589 1.297  1.04
H -0.553 0.821 3.570  0.31
H 0.956 0.967 4.403  0.35
H 0.257 -0.616 4.161  0.33
H 2.953 1.440 2.373  0.41
H 3.233 0.685 0.020  0.18
H 1.936 -0.893 -1.843  0.39
H -0.192 -2.312 -2.027  0.40
H -1.435 -2.906 -0.136  0.38
H -1.277 -1.474 1.986  0.39
C -2.368 1.636 -2.569  -1.06
C -1.078 0.838 -2.846  -0.26
H -3.074 1.113 -1.925  0.32
H -2.193 2.572 -2.027  0.29
H -2.924 1.878 -3.480  0.31
H -0.297 1.517 -3.153  0.29
H -1.410 0.145 -3.613  0.26
H -0.835 0.263 -1.961  -0.15

* relative energy (zero: lowest compared OMol25 entry of this formula, charge and spin): 0.4550 eV
* SMILES: Cc1c[nH]c2ccccc12.CC
* E_LUMO: 0.92 eV

---

(5)
Below is a 2-piece molecular cluster, C32H61F2N9O6PS2 overall, with properties calculated with wB97M-V/def2-TZVPD.

Last column: Mulliken charge in e.
Atoms and positions in Å:
C -0.733 3.197 6.335  -0.13
C -1.128 2.066 7.456  -0.76
N -2.425 1.335 7.191  0.06
C -3.540 2.257 6.745  -0.02
C -3.871 3.412 7.907  -1.03
C -2.255 0.141 6.277  0.06
S -3.508 -1.056 6.204  -0.17
S -0.748 -0.191 5.214  -0.09
C -1.064 -1.664 4.039  -0.49
C 0.082 -1.476 2.833  -0.58
C -0.400 -1.962 1.368  -1.06
C -0.987 -0.876 0.315  -0.70
C -2.632 -0.805 0.461  0.16
C -3.368 -1.670 -0.768  -0.18
O -3.072 -1.539 -2.063  -0.46
N -4.455 -2.683 -0.414  -0.24
C -3.911 -4.098 -0.349  0.53
O -4.118 -4.961 -1.373  -0.40
F -3.201 -4.520 0.880  -0.20
N -3.212 0.560 0.677  0.93
C -3.684 1.287 -0.497  -1.10
O -3.774 2.744 -0.477  0.57
C -3.895 3.337 -1.816  -0.47
O -3.639 4.796 -1.870  -0.45
C -4.250 5.502 -0.735  -0.04
C -5.859 5.257 -0.544  -0.39
O -6.149 4.556 0.717  -0.47
C -2.350 1.239 1.692  0.04
C -3.023 2.381 2.624  1.09
C -4.612 1.916 2.867  -0.95
F -3.051 3.764 2.195  -0.44
C -0.780 1.522 1.198  -0.04
C -0.502 3.019 0.606  -0.91
N -0.290 0.451 0.198  1.81
N -0.492 1.097 -1.048  -0.52
C 1.239 0.293 0.206  0.44
C 2.317 1.184 1.042  -0.41
C 3.940 1.031 0.996  -0.31
N 4.567 -0.031 0.159  -0.42
C 3.625 -0.873 -0.635  -0.16
C 2.001 -0.846 -0.757  -0.54
H -1.133 4.242 6.745  0.20
H 0.434 3.341 6.178  0.25
H -1.192 3.024 5.274  -0.11
H -1.247 2.653 8.488  0.31
H -0.189 1.376 7.594  0.35
H -4.535 1.601 6.690  0.42
H -3.401 2.713 5.674  -0.05
H -4.017 2.797 8.908  0.27
H -4.919 3.853 7.632  0.36
H -3.022 4.219 8.001  0.22
H -2.129 -1.636 3.554  0.18
H -0.927 -2.702 4.581  0.40
H 0.941 -2.239 3.166  0.43
H 0.613 -0.419 2.883  0.22
H 0.519 -2.543 0.871  0.37
H -1.216 -2.818 1.534  0.27
H -0.826 -1.416 -0.743  0.67
H -2.890 -1.434 1.443  0.30
H -4.936 -2.414 0.490  0.38
H -3.083 1.005 -1.490  0.25
H -4.793 0.907 -0.737  0.19
H -3.156 2.862 -2.624  0.26
H -4.977 3.105 -2.205  0.23
H -4.114 6.667 -0.959  0.35
H -3.594 5.282 0.209  -0.01
H -6.294 4.737 -1.507  0.28
H -6.371 6.323 -0.467  0.27
H -7.065 4.139 0.590  0.31
H -2.175 0.357 2.495  -0.82
H -2.532 2.325 3.702  -0.63
H -5.132 2.798 3.468  0.41
H -5.197 1.858 1.836  0.15
H -4.710 0.952 3.523  0.21
H -0.164 1.487 2.221  0.21
H -0.554 3.753 1.549  0.33
H 0.573 3.170 0.165  0.42
H -1.292 3.431 -0.148  0.00
H 0.423 1.389 -1.461  0.34
H -0.983 0.491 -1.726  0.22
H 1.899 2.060 1.736  0.19
H 4.660 1.751 1.617  0.31
H 4.151 -1.717 -1.298  0.26
H 1.389 -1.592 -1.460  0.31
O 4.638 -2.603 -3.535  -0.81
P 5.270 -2.550 -4.948  0.79
N 4.317 -3.884 -5.440  0.18
C 4.679 -5.062 -6.205  -0.85
C 2.905 -3.571 -5.682  -0.96
N 6.797 -3.100 -4.311  0.16
C 7.170 -4.512 -4.244  -1.12
C 7.131 -2.534 -2.989  -1.08
N 5.996 -2.490 -6.572  -0.02
C 5.152 -1.994 -7.651  -1.05
C 7.255 -3.026 -7.049  -0.87
H 4.866 -4.865 -7.257  0.24
H 3.893 -5.825 -6.155  0.40
H 5.545 -5.583 -5.798  0.18
H 2.765 -3.024 -6.622  0.29
H 2.506 -2.935 -4.873  0.18
H 2.276 -4.462 -5.703  0.40
H 6.432 -5.107 -3.695  0.30
H 8.143 -4.641 -3.760  0.40
H 7.323 -4.929 -5.237  0.29
H 6.610 -3.053 -2.178  0.33
H 6.879 -1.475 -2.923  0.35
H 8.204 -2.607 -2.783  0.34
H 4.630 -2.802 -8.160  0.31
H 5.738 -1.439 -8.407  0.38
H 4.414 -1.282 -7.268  0.31
H 7.187 -4.098 -7.248  0.29
H 8.083 -2.832 -6.361  0.29
H 7.568 -2.554 -7.989  0.35

* net charge: +1
* E_LUMO: -3.70 eV

---

(6)
Below is one molecule with the formula C3H4F3N, with properties calculated with wB97M-V/def2-TZVPD.

Last column: Mulliken charge in e.
Atoms and positions in Å:
C 0.401 0.332 0.174  -1.02
C -1.057 0.693 0.240  0.02
N -1.961 -0.189 -0.223  -0.55
C -3.331 -0.213 -0.021  0.88
F -3.976 0.737 -0.880  -0.29
F -3.663 0.190 1.229  -0.26
F -3.832 -1.386 -0.224  -0.22
H 0.682 0.178 1.265  0.25
H 0.928 1.109 -0.243  0.37
H 0.582 -0.415 -0.529  0.32
H -1.231 1.475 0.818  0.49

* relative energy (zero: lowest compared OMol25 entry of this formula, charge and spin): 0.5704 eV
* SMILES: C/C=N/C(F)(F)F
* E_LUMO: 0.16 eV